1.
42
Properties=species:S:1:pos:R:3:forces:R:3 method="wB97M-V/def2-TZVPD" lumo_energy_ev="-12.5 / -12.5" homo_energy_ev="-17.85 / -18.26" gap_ev="5.343 / 5.751" spin_multiplicity=2 max_force_ev_per_a=2.14 total_charge=+3
C -1.20614 -2.78234 -0.75374 0.014 -0.194 0.056
N -1.83966 1.09770 -0.13942 -0.522 -0.099 -0.429
C 0.00561 0.07793 4.57418 -0.171 -0.046 0.073
C 0.85123 0.31854 2.34590 0.160 0.022 0.429
C 1.07917 0.23850 3.73611 -0.023 0.176 -0.265
H -0.13637 -2.75202 -0.94581 0.015 -0.060 0.088
H -1.48813 5.39301 -0.82993 0.028 -0.044 0.052
H -4.95633 -2.61802 -0.15551 0.004 0.000 0.021
Ir -0.34214 -0.17684 -0.14097 0.133 0.913 1.928
N -4.02911 1.76293 0.48337 0.109 0.217 0.216
C 1.94507 0.61523 1.34466 -0.158 -0.033 0.049
C -3.02829 0.76010 0.56752 -0.140 0.310 -0.343
H 0.14372 -0.01955 5.64377 -0.046 -0.010 -0.002
N -1.77668 -1.61184 -0.36062 0.301 -0.407 -0.390
C -3.29581 -3.89726 -0.67312 0.093 -0.071 -0.016
C -2.45278 5.01298 -0.51448 0.094 -0.123 -0.028
C -1.28290 0.09932 4.01959 0.092 0.049 0.168
C -2.62348 3.63130 -0.23614 -0.085 0.154 -0.084
H -4.61304 0.44414 2.48624 0.016 0.113 0.006
O 3.04789 0.87473 1.68838 -0.057 -0.058 -0.175
C -1.44871 0.19753 2.64580 -0.089 -0.032 -0.190
C -4.95609 3.96944 0.21428 -0.177 0.091 0.068
C -1.91973 -3.93830 -0.91245 -0.124 0.016 0.015
O -3.70066 -0.39487 0.09128 -0.120 -0.020 0.089
H -2.16004 0.06587 4.65313 0.031 0.045 0.037
H -5.93322 3.59087 0.49061 0.006 0.026 -0.005
H -3.89693 -4.79135 -0.77891 -0.006 0.011 -0.015
N -0.35541 0.22454 1.81870 0.182 -0.692 -0.091
O 1.43771 0.61813 0.11142 0.404 -0.099 -0.879
O -3.72749 0.30230 2.87652 -0.184 -0.066 0.151
C -2.75065 0.40245 2.07761 0.317 -0.193 -0.193
C -3.08891 -1.58803 -0.17006 0.019 0.190 -0.190
C -3.88974 -2.70483 -0.30973 -0.124 0.039 0.022
H -4.97869 1.41826 0.49510 -0.040 -0.033 -0.236
H -1.41980 -4.84920 -1.20872 -0.002 0.009 -0.046
H -3.41293 6.90162 -0.60062 -0.041 0.005 -0.035
H 2.10055 0.30817 4.09469 0.022 0.004 -0.071
S -1.31415 2.62207 -0.52964 0.195 0.045 0.019
H -5.64290 5.97540 -0.00962 0.005 -0.007 0.004
C -3.52686 5.84409 -0.40861 -0.137 0.059 0.011
C -3.87097 3.11428 0.15801 -0.025 -0.208 0.173
C -4.78672 5.31532 -0.06516 0.029 -0.001 0.006

2.
44
Properties=species:S:1:pos:R:3:forces:R:3 method="wB97M-V/def2-TZVPD" lumo_energy_ev="-10.3 / -11.0" homo_energy_ev="-15.42 / -16.24" gap_ev="5.131 / 5.194" spin_multiplicity=4 max_force_ev_per_a=2.21 total_charge=+3
C 2.38928 6.22413 -3.60824 -0.033 -0.108 0.067
H 1.72506 6.86981 -5.52459 0.011 -0.001 -0.009
H 0.71375 4.95685 -0.95464 -0.042 -0.019 -0.003
C -1.30398 -0.13450 4.65941 -0.056 0.073 -0.028
H 1.49616 -1.72720 4.20092 -0.022 -0.052 -0.038
C -0.30219 -0.92493 5.21973 0.006 -0.046 0.024
H 2.13215 -3.85623 -0.80873 0.032 0.072 0.037
H 5.62577 0.51719 0.44673 -0.004 -0.013 0.005
H 0.37175 -4.25686 -0.67444 -0.041 0.041 0.038
H 2.42640 5.17383 -3.86514 -0.014 0.001 -0.005
C 0.56984 -1.17400 4.17952 0.150 0.081 -0.058
N 3.37642 4.64330 -1.01388 0.587 0.442 0.342
C 4.26670 2.07456 -0.11216 0.016 -0.042 0.029
N 2.30268 0.27481 0.67627 -0.665 -0.691 0.134
H -2.18374 0.29852 5.11021 -0.007 0.005 -0.014
Cl 0.72564 -1.94459 -1.16800 0.022 -0.262 -0.233
H 3.82429 -1.04369 1.12607 -0.009 -0.017 -0.016
H 2.37382 10.00343 -2.64079 0.001 0.004 -0.001
C 0.12512 3.03550 -0.21397 -0.120 -0.272 0.108
C 3.58412 -0.05824 0.74800 -0.013 -0.062 0.038
Br 1.49784 9.77523 -5.41993 -0.063 0.148 -0.148
O -0.22827 0.84034 0.65318 -0.155 -0.879 0.424
C 1.05604 3.97804 -0.63946 0.378 0.128 -0.162
C 2.00159 8.52665 -4.16859 0.019 -0.096 0.062
C 2.90761 2.45004 -0.19594 0.171 0.130 -0.083
C 2.78066 8.02711 -1.95882 -0.008 -0.043 0.028
N -1.01692 0.04974 3.37369 0.028 0.182 0.022
C 2.42101 3.71009 -0.65594 -0.951 -0.194 0.001
C 4.59429 0.82839 0.36221 0.010 0.045 0.011
C 2.01155 7.16231 -4.52427 0.064 0.071 0.080
H 5.03971 2.77056 -0.41072 -0.006 0.002 -0.010
N 0.14433 -0.57051 3.04154 -0.097 -0.343 -0.435
H 3.09848 8.32353 -0.96865 0.009 0.007 -0.002
C 1.15692 -3.54095 -0.45281 0.028 0.050 -0.001
C 0.56535 1.79503 0.21260 0.286 0.386 -0.285
N 3.20849 5.76628 -1.40854 0.480 -0.340 -0.423
Tc 0.61079 -0.91976 1.08855 0.452 2.142 0.330
H -0.93339 3.25692 -0.20500 0.004 0.040 -0.011
Cl 1.21437 -3.27207 1.33318 0.165 -0.613 -0.076
C 2.76989 6.64824 -2.30367 -0.401 0.216 0.150
C 1.95717 1.51741 0.21500 -0.257 -0.053 0.101
C 2.38208 8.95031 -2.88325 0.004 -0.086 -0.023
I -0.17381 -1.58145 7.15778 0.007 -0.005 0.066
H -1.49100 0.63558 2.69862 0.036 -0.027 -0.036

3.
45
Properties=species:S:1:pos:R:3:forces:R:3 method="wB97M-V/def2-TZVPD" lumo_energy_ev="-5.3 / -5.4" homo_energy_ev="-11.30 / -11.26" gap_ev="6.024 / 5.866" spin_multiplicity=2 max_force_ev_per_a=1.33 total_charge=+1
N -0.68878 0.59298 0.03665 -0.100 -0.054 0.073
C -2.01928 1.11424 -0.05526 -0.027 0.119 -0.005
C 0.93825 -0.55972 1.41191 0.013 -0.012 -0.030
H 4.48182 1.02522 -1.59051 -0.029 0.037 -0.003
Cl 2.61465 2.14980 -2.51421 0.045 -0.070 0.094
H -2.99892 -0.76782 0.24403 -0.006 0.001 0.011
C 3.25842 -0.01464 1.77509 0.103 -0.125 0.160
H 5.23766 0.56830 2.25477 -0.004 0.000 0.005
H -0.32447 -3.18454 0.64428 0.050 -0.081 -0.063
C 2.38519 -1.93807 2.69786 -0.069 -0.110 0.081
N 0.23329 -2.68505 -1.58163 0.044 0.032 -0.010
C -0.39525 -0.16953 1.03488 -0.015 0.078 0.105
C -3.13050 0.29656 0.08710 0.043 0.024 -0.039
C 4.41996 0.92048 1.63258 -0.019 0.003 -0.053
H -3.58452 4.10110 -0.50887 0.013 0.004 0.005
N -4.17969 -2.32745 -2.27685 -0.030 0.080 -0.009
N 3.41263 -1.09652 2.51020 0.033 0.159 -0.128
C -0.03871 -2.61857 2.49814 0.028 -0.004 0.016
H 4.76565 0.97105 0.59763 -0.007 -0.006 0.003
H 4.14346 1.93448 1.92399 -0.001 -0.006 -0.003
O -0.85954 -2.80897 1.35361 -0.060 0.020 0.019
C -4.39870 0.84926 0.00071 -0.057 -0.074 0.009
C -2.19564 2.47877 -0.27310 0.048 -0.173 0.006
C 3.79821 0.76808 -2.38969 0.029 0.007 0.018
H -5.55413 2.63325 -0.27525 0.002 -0.004 0.002
C -1.58034 -0.13549 -2.96265 -0.207 -1.286 0.288
C 2.02534 0.28012 1.13878 -0.132 0.161 0.004
C 1.12312 -1.70284 2.21585 0.037 0.066 -0.018
C -1.79471 -1.37911 -2.49285 0.044 0.232 -0.070
S -0.14567 0.79743 -3.13870 -0.661 0.632 -0.473
C -3.45704 3.04012 -0.34368 0.081 -0.041 -0.008
C -3.11659 -1.90708 -2.39034 0.005 -0.174 0.017
H 4.28146 0.71558 -3.35803 0.002 -0.030 0.005
C -0.67529 -2.12670 -2.01157 -0.088 -0.072 0.127
Cl 2.97680 -0.72717 -2.01822 0.056 -0.024 -0.086
O 1.95459 1.36792 0.37741 0.249 -0.262 0.177
I -0.46705 3.64501 -0.48048 -0.357 0.515 -0.007
H -1.20935 -0.45000 1.69644 0.015 -0.002 -0.049
C -4.56137 2.20952 -0.20891 -0.069 0.059 -0.017
H 0.32502 -3.56714 2.89860 0.007 -0.009 -0.009
Ir 0.73024 1.32426 -1.19687 0.571 -0.117 -0.015
H 2.59899 -2.82410 3.28502 -0.020 -0.002 -0.016
S -2.37613 1.18107 -3.59510 0.442 0.520 -0.120
H -0.69008 -2.17913 3.25824 -0.003 -0.020 0.004
H -5.26299 0.20505 0.08902 0.001 0.006 0.001

4.
43
Properties=species:S:1:pos:R:3:forces:R:3 method="wB97M-V/def2-TZVPD" lumo_energy_ev=2.2 homo_energy_ev=-2.52 gap_ev=4.706 max_force_ev_per_a=5.04 total_charge=-1
C 2.44594 2.12233 -0.88935 -1.667 0.298 -0.002
C -0.03780 1.04107 1.54602 1.297 -0.369 -0.403
C 0.10066 1.34784 -1.54809 -1.204 0.057 0.577
C -2.33065 -2.98479 0.35309 0.445 0.341 0.575
Co 1.56113 -1.53487 -0.35624 5.037 -0.071 0.095
H -1.89470 -2.49539 4.19062 -0.015 -0.030 0.210
H 3.53019 3.21623 0.65428 -0.082 -0.022 -0.224
S 1.64827 4.58078 0.07883 1.096 0.648 0.846
C -1.05503 -2.13933 2.25589 -0.542 -0.422 0.117
O 2.94316 -0.68146 -2.76757 -0.477 -0.145 0.392
H -2.42693 -3.12063 -0.73897 -0.043 0.117 0.739
C -2.02539 -2.63958 3.13023 0.598 0.088 -0.773
H -4.15747 -4.00210 0.84101 0.249 0.117 0.282
H -1.57078 -0.72258 -2.55051 0.600 -0.028 -0.244
C -3.13822 -3.31945 2.63593 -0.231 -0.112 -0.325
O 2.86793 -0.28890 1.97564 -0.367 -0.690 -1.184
H 0.11816 -0.93642 -3.40829 -0.323 0.666 -0.023
C 2.37496 -0.79575 1.05429 -0.046 0.653 1.290
C -2.13525 0.56739 -0.51166 -1.713 -1.167 0.369
C 2.99127 3.38734 -0.28152 0.935 0.979 0.226
N 0.94277 2.36553 -0.94340 0.984 2.947 -0.024
C 2.41682 -0.98113 -1.78150 0.829 0.357 -0.247
C -0.95557 3.84769 -0.43482 -1.000 0.437 0.060
C -1.20423 -2.27038 0.85703 -0.411 -0.612 -0.377
H -3.88086 -3.74374 3.31307 0.150 0.194 -0.139
C -3.28890 -3.47985 1.25616 0.335 0.035 -0.520
O 0.31142 1.51919 2.54729 -0.689 0.053 -0.117
C -0.47695 -0.82228 -2.50381 0.059 -3.263 1.314
H 2.78664 1.98138 -1.91853 -0.124 -0.084 0.151
C 0.47043 3.52044 -0.45923 0.838 -3.239 -1.940
O -3.25497 0.62078 -0.78828 -0.277 0.574 -0.206
H -0.17959 -1.60145 2.63380 -0.376 -0.167 -0.134
H 3.64240 3.89271 -0.99734 0.140 -0.050 0.248
O 2.61843 -4.24493 -0.39233 0.083 0.197 -0.155
O -0.03042 1.30440 -2.76227 1.126 2.035 0.600
C -0.22618 -1.58430 0.01669 -1.819 1.073 0.264
C 2.20076 -3.17492 -0.41320 -0.252 -1.360 0.504
C 0.09810 -1.22802 -1.32199 -3.920 -0.772 -0.763
H 2.66478 1.22342 -0.29369 -0.406 0.387 -0.288
Co -0.50230 0.38357 -0.02907 0.730 0.338 -0.794
H -1.59732 3.00770 -0.74902 0.469 0.406 0.160
H -1.13347 4.71593 -1.09082 -0.038 -0.262 0.187
H -1.23126 4.14648 0.59167 0.025 -0.131 -0.322

Repeat the first record exactly.
42
Properties=species:S:1:pos:R:3:forces:R:3 method="wB97M-V/def2-TZVPD" lumo_energy_ev="-12.5 / -12.5" homo_energy_ev="-17.85 / -18.26" gap_ev="5.343 / 5.751" spin_multiplicity=2 max_force_ev_per_a=2.14 total_charge=+3
C -1.20614 -2.78234 -0.75374 0.014 -0.194 0.056
N -1.83966 1.09770 -0.13942 -0.522 -0.099 -0.429
C 0.00561 0.07793 4.57418 -0.171 -0.046 0.073
C 0.85123 0.31854 2.34590 0.160 0.022 0.429
C 1.07917 0.23850 3.73611 -0.023 0.176 -0.265
H -0.13637 -2.75202 -0.94581 0.015 -0.060 0.088
H -1.48813 5.39301 -0.82993 0.028 -0.044 0.052
H -4.95633 -2.61802 -0.15551 0.004 0.000 0.021
Ir -0.34214 -0.17684 -0.14097 0.133 0.913 1.928
N -4.02911 1.76293 0.48337 0.109 0.217 0.216
C 1.94507 0.61523 1.34466 -0.158 -0.033 0.049
C -3.02829 0.76010 0.56752 -0.140 0.310 -0.343
H 0.14372 -0.01955 5.64377 -0.046 -0.010 -0.002
N -1.77668 -1.61184 -0.36062 0.301 -0.407 -0.390
C -3.29581 -3.89726 -0.67312 0.093 -0.071 -0.016
C -2.45278 5.01298 -0.51448 0.094 -0.123 -0.028
C -1.28290 0.09932 4.01959 0.092 0.049 0.168
C -2.62348 3.63130 -0.23614 -0.085 0.154 -0.084
H -4.61304 0.44414 2.48624 0.016 0.113 0.006
O 3.04789 0.87473 1.68838 -0.057 -0.058 -0.175
C -1.44871 0.19753 2.64580 -0.089 -0.032 -0.190
C -4.95609 3.96944 0.21428 -0.177 0.091 0.068
C -1.91973 -3.93830 -0.91245 -0.124 0.016 0.015
O -3.70066 -0.39487 0.09128 -0.120 -0.020 0.089
H -2.16004 0.06587 4.65313 0.031 0.045 0.037
H -5.93322 3.59087 0.49061 0.006 0.026 -0.005
H -3.89693 -4.79135 -0.77891 -0.006 0.011 -0.015
N -0.35541 0.22454 1.81870 0.182 -0.692 -0.091
O 1.43771 0.61813 0.11142 0.404 -0.099 -0.879
O -3.72749 0.30230 2.87652 -0.184 -0.066 0.151
C -2.75065 0.40245 2.07761 0.317 -0.193 -0.193
C -3.08891 -1.58803 -0.17006 0.019 0.190 -0.190
C -3.88974 -2.70483 -0.30973 -0.124 0.039 0.022
H -4.97869 1.41826 0.49510 -0.040 -0.033 -0.236
H -1.41980 -4.84920 -1.20872 -0.002 0.009 -0.046
H -3.41293 6.90162 -0.60062 -0.041 0.005 -0.035
H 2.10055 0.30817 4.09469 0.022 0.004 -0.071
S -1.31415 2.62207 -0.52964 0.195 0.045 0.019
H -5.64290 5.97540 -0.00962 0.005 -0.007 0.004
C -3.52686 5.84409 -0.40861 -0.137 0.059 0.011
C -3.87097 3.11428 0.15801 -0.025 -0.208 0.173
C -4.78672 5.31532 -0.06516 0.029 -0.001 0.006